Entry from OMol25: a cluster of 3 separate species, C5H15NO3 in total (wB97M-V/def2-TZVPD).

```
24
C5H15NO3, DFT wB97M-V/def2-TZVPD
C 1.409 -1.872 -0.300
N 0.389 -0.821 -0.448
C 1.190 0.357 -0.563
C 0.420 1.698 -0.330
C -0.207 1.533 1.079
C 0.872 1.245 2.111
O 0.470 1.367 3.230
H 0.926 -2.689 0.342
H 1.324 -2.377 -1.241
H 2.256 -1.546 0.248
H -0.322 -0.791 0.309
H 1.762 0.390 -1.537
H 2.051 0.250 0.045
H 0.922 2.629 -0.389
H -0.333 1.812 -1.271
H -0.960 0.743 0.985
H -0.777 2.471 1.366
H 1.927 1.294 1.835
O -0.998 -1.383 -3.470
H -1.624 -2.021 -3.191
H -0.686 -0.958 -2.726
O -3.399 -0.036 1.359
H -2.733 -0.546 1.757
H -3.878 -0.749 0.797
```

Computed properties:
Kohn-Sham gap = 9.68 eV
E_tot = -13058.1288 eV
SMILES = CNCCCC=O.O.O

Entry from OMol25: a cluster of 3 separate species, C5H15NO4 in total (wB97M-V/def2-TZVPD).

```
25
C5H15NO4, DFT wB97M-V/def2-TZVPD
O -2.886 0.855 -2.480
C -2.234 0.921 -1.474
C -2.309 -0.102 -0.357
N -1.160 -0.009 0.539
C -0.292 -1.198 0.548
C 0.360 -1.494 -0.804
C 1.708 -0.839 -1.097
O 2.522 -0.634 0.087
H -1.527 1.759 -1.322
H -2.384 -1.081 -0.832
H -3.256 0.031 0.166
H -1.414 0.250 1.483
H -0.813 -2.099 0.895
H 0.477 -1.046 1.300
H 0.491 -2.573 -0.806
H -0.321 -1.283 -1.632
H 2.342 -1.486 -1.686
H 1.589 0.164 -1.507
H 2.239 0.153 0.569
O 1.715 0.635 2.526
H 1.293 1.446 2.196
H 2.511 0.925 2.978
O 0.725 2.282 0.504
H 0.318 2.978 -0.021
H 0.309 1.445 0.227
```

Computed properties:
Kohn-Sham gap = 10.12 eV
E_tot = -15107.5794 eV
SMILES = O=CCNCCCO.O.O

Entry from OMol25: a cluster of 4 separate species, C5H15NO5 in total (wB97M-V/def2-TZVPD).

```
26
C5H15NO5, DFT wB97M-V/def2-TZVPD
O 0.999 3.389 -1.155
C 0.548 2.256 -1.332
N 0.506 1.331 -0.346
C -0.324 0.164 -0.574
C -1.870 0.571 -0.411
C -2.856 -0.337 0.305
O -2.646 -1.481 0.706
C -0.067 -0.461 -1.914
H 0.245 1.975 -2.340
H 0.768 1.492 0.615
H -0.188 -0.593 0.178
H -1.843 1.545 0.095
H -2.290 0.969 -1.384
H -3.935 -0.190 0.135
H -0.132 -1.562 -1.940
H -0.794 -0.239 -2.707
H 1.024 -0.234 -1.986
H 0.509 -2.078 0.377
H 1.769 -2.741 -0.115
O 1.424 -1.869 0.117
H 2.815 -0.526 1.975
H 2.810 -0.028 0.445
O 2.825 0.225 1.378
H -0.512 -0.728 3.224
H 0.768 0.033 3.352
O 0.445 -0.881 3.302
```

Computed properties:
Kohn-Sham gap (spin up / spin down) = 2.84 / 7.09 eV
<S²> = 0.753
Charge = -1
Spin multiplicity = 2
E_tot = -17153.9725 eV

Entry from OMol25: a cluster of 4 separate species, C5H15NO5 in total (wB97M-V/def2-TZVPD).

```
26
C5H15NO5, DFT wB97M-V/def2-TZVPD
C 1.525 -0.468 -2.368
C 0.053 -0.574 -1.978
N -0.183 0.129 -0.687
C 0.353 -0.270 0.478
O -0.205 0.021 1.538
C -1.349 0.972 -0.670
C -2.646 0.170 -0.374
O -3.178 -0.396 -1.297
H 2.139 -1.071 -1.694
H 1.626 -0.712 -3.433
H 1.945 0.556 -2.290
H -0.626 -0.204 -2.735
H -0.096 -1.665 -1.833
H 1.297 -0.816 0.478
H -1.434 1.629 -1.550
H -1.251 1.694 0.158
H -3.072 0.271 0.627
O -0.035 3.117 2.210
H 0.194 2.437 2.864
H 0.795 3.635 2.193
O 1.720 0.644 3.097
H 0.998 0.054 3.295
H 1.628 0.863 2.165
O 0.295 -3.139 0.483
H 0.000 -3.478 1.338
H -0.494 -3.403 -0.016
```

Computed properties:
Kohn-Sham gap = 9.68 eV
E_tot = -17155.0094 eV
SMILES = CCN(C=O)CC=O.O.O.O

Entry from OMol25: a cluster of 2 separate species, C5H15NOS in total (wB97M-V/def2-TZVPD).

```
23
C5H15NOS, DFT wB97M-V/def2-TZVPD
C 2.795 0.502 -0.138
N 1.582 0.185 -0.858
C 0.407 0.953 -0.425
C -0.003 0.526 1.021
C -0.826 0.691 -1.336
C -1.549 -0.657 -1.280
S -3.384 -0.521 -1.562
H 2.976 1.566 -0.378
H 3.668 -0.049 -0.509
H 2.781 0.297 0.938
H 1.402 -0.808 -0.800
H 0.634 2.019 -0.343
H -0.486 -0.436 1.124
H -0.538 1.356 1.496
H 0.863 0.414 1.689
H -0.395 0.753 -2.356
H -1.421 1.601 -1.297
H -1.530 -1.179 -0.334
H -1.038 -1.156 -2.079
H -3.616 0.169 -0.433
O -1.008 -2.298 2.693
H -0.371 -2.441 1.970
H -0.944 -1.487 3.198
```

Computed properties:
Kohn-Sham gap = 9.55 eV
E_tot = -19799.9563 eV
SMILES = CN[C@H](C)CCS.O

Entry from OMol25: a cluster of 4 separate species, C5H15O5 in total (wB97M-V/def2-TZVPD).

```
25
C5H15O5, DFT wB97M-V/def2-TZVPD
O -0.941 1.129 -0.345
C 0.253 1.207 -0.082
O 0.735 1.699 0.952
C 1.231 0.230 -1.017
C 1.298 -1.189 -0.271
C -0.139 -1.656 0.077
C -0.423 -3.033 0.375
H 0.576 0.079 -1.880
H 2.222 0.658 -1.066
H 1.862 -1.904 -0.831
H 1.835 -1.177 0.608
H -0.394 -0.906 0.848
H -0.862 -1.464 -0.807
H -0.787 -3.622 -0.391
H -1.369 -3.094 0.951
H 0.392 -3.487 0.980
H -1.366 1.066 -2.388
H -1.586 2.546 -2.465
O -1.527 1.757 -3.057
H -2.706 -1.528 0.897
H -2.949 -0.985 2.290
O -3.135 -1.708 1.723
H 2.871 2.538 1.096
H 2.494 1.059 1.250
O 3.174 1.734 1.530
```

Computed properties:
Kohn-Sham gap = 8.45 eV
Charge = -1
E_tot = -15666.8865 eV

Relative energy (zero: lowest compared OMol25 entry of this formula, charge and spin) for every record listed, in sequence, given in kJ/mol: 352.3; 150.1; 133.0; 146.4; 133.2; 218.0.